1.
A 4-piece molecular cluster, C13H32BF5O9S2Si overall, computed with wB97M-V/def2-TZVPD.

## Properties
- HOMO-LUMO gap (eV) = 9.40
- energy (eV) = -76238.357
- HOMO (eV) = -10.1
- LUMO energy (eV) = -0.67
- SMILES string = COB(O)[Si@@H](S(C)(=O)=O)S(=O)(=O)C(F)(F)C(F)(F)F.CC(C)O.CC(C)O.CC(C)O

Structure (XYZ):
```
63
Properties=species:S:1:pos:R:3:mulliken_charge:R:1
C 2.07190 -1.38370 1.43663 -0.714
O 1.32640 -0.42931 0.66294 -0.305
B 0.55563 -0.98207 -0.33269 0.850
O 0.79323 -0.59473 -1.62544 -0.627
Si -0.80389 -2.33735 0.17506 0.103
S -2.88770 -1.66159 0.04643 1.117
C -3.77539 -2.50789 1.39231 -0.957
O -3.53694 -2.09019 -1.16225 -0.645
O -3.01303 -0.24335 0.25141 -0.574
S -0.46292 -4.10951 -1.09634 1.157
O -1.50105 -4.32719 -2.05162 -0.656
O 0.78788 -3.91510 -1.79443 -0.676
C -0.42952 -5.64718 -0.03677 0.551
F -0.89955 -5.32096 1.18523 -0.271
F -1.20426 -6.58290 -0.53212 -0.238
C 0.97915 -6.26792 0.16944 0.632
F 0.80351 -7.37103 0.89609 -0.264
F 1.77359 -5.46187 0.83854 -0.217
F 1.52611 -6.65778 -0.94882 -0.215
H 1.51500 -1.57235 2.36599 0.263
H 2.26998 -2.32967 0.91071 0.299
H 3.04828 -0.98427 1.72657 0.297
H 1.69015 -0.93097 -1.80799 0.261
H -0.56388 -2.72936 1.56855 -0.124
H -3.17330 -3.36719 1.72564 0.260
H -4.71964 -2.89118 1.00181 0.378
H -3.88941 -1.84833 2.25735 0.305
C -1.23710 2.75101 2.41381 -0.766
C -2.56613 2.18773 2.88726 0.532
C -3.24529 3.12521 3.87377 -1.396
O -2.35666 0.91293 3.50700 -0.519
H -0.54892 2.88299 3.25439 0.359
H -0.75787 2.06229 1.71487 0.117
H -1.36905 3.71414 1.92105 0.062
H -3.21895 2.02117 2.02971 0.246
H -2.62407 3.26795 4.76290 0.369
H -4.19387 2.70386 4.21130 0.354
H -3.43680 4.10065 3.42347 0.324
H -1.77990 1.04951 4.26759 0.332
C 3.20891 -1.61751 -5.03567 -1.171
C 4.27982 -1.99673 -4.02508 0.373
C 4.61782 -3.47671 -4.10722 -1.203
O 3.82803 -1.68097 -2.70514 -0.541
H 2.28404 -2.16918 -4.84400 0.242
H 2.96934 -0.55570 -4.95955 0.302
H 3.53502 -1.82922 -6.05512 0.421
H 5.17838 -1.40429 -4.20242 0.306
H 3.73736 -4.08670 -3.88615 0.261
H 5.38017 -3.73684 -3.37108 0.310
H 4.98540 -3.74314 -5.09934 0.408
H 3.03333 -2.20518 -2.53893 0.283
C -0.05410 7.99721 0.65290 -1.355
C -0.31613 6.49993 0.70637 0.419
C -1.21931 6.05586 -0.43447 -1.192
O -0.91950 6.16215 1.95602 -0.518
H -0.98909 8.55668 0.74844 0.357
H 0.58740 8.30310 1.48063 0.318
H 0.42668 8.28163 -0.28462 0.381
H 0.63062 5.95995 0.65575 0.268
H -2.19157 6.55346 -0.37357 0.316
H -1.40597 4.98217 -0.37985 0.287
H -0.77311 6.28290 -1.40407 0.386
H -1.75927 6.63259 2.01681 0.339
```

---

2.
A 3-piece molecular cluster, C13H32BIN2O6Si overall, computed with wB97M-V/def2-TZVPD.

## Properties
- HOMO-LUMO gap (eV) = 9.32
- energy (eV) = -45923.649
- HOMO (eV) = -9.0
- LUMO energy (eV) = 0.30
- SMILES string = CCOB(O)[Si@](N)(CCC(N)=O)CC(=O)I.CC(C)O.CC(C)O

Structure (XYZ):
```
56
Properties=species:S:1:pos:R:3:mulliken_charge:R:1
C 3.77074 -0.26070 0.27104 -0.560
C 4.03170 -1.71902 -0.05973 -0.303
O 2.87973 -2.35284 -0.61731 -0.545
B 2.54197 -2.23526 -1.93590 0.306
O 3.37048 -2.76508 -2.91425 -0.519
Si 0.70506 -1.50100 -2.42298 0.354
N 0.00509 -0.68642 -1.03375 -0.450
C -0.40231 -2.93995 -2.96287 -0.848
C -1.77321 -2.92561 -2.27982 -0.621
C -2.51737 -1.63302 -2.52982 0.413
N -3.26711 -1.17078 -1.44963 -0.511
O -2.48768 -1.07082 -3.59844 -0.615
C 0.67676 -0.29150 -3.89469 -0.515
C 1.45192 0.96474 -3.77101 0.160
O 1.04506 2.06666 -3.66635 -0.447
I 3.63266 0.71747 -3.77193 -0.105
H 3.18636 -0.14392 1.18583 0.095
H 4.72719 0.24898 0.41548 0.367
H 3.25334 0.26001 -0.53827 0.097
H 4.89602 -1.83756 -0.72199 0.289
H 4.26889 -2.26247 0.85678 0.282
H 3.80866 -2.11938 -3.47905 0.237
H -0.04826 0.32402 -1.08400 0.263
H 0.49729 -0.92969 -0.17987 0.211
H 0.10733 -3.88021 -2.73621 0.463
H -0.52604 -2.87850 -4.04764 0.355
H -1.68287 -3.06219 -1.20034 0.268
H -2.40096 -3.74466 -2.64592 0.421
H -2.65865 -0.83740 -0.70922 0.297
H -3.89261 -0.42853 -1.75248 0.302
H 1.01479 -0.85979 -4.76627 0.521
H -0.36744 0.00043 -4.04987 0.338
C -5.92842 3.77160 -0.06606 -1.247
C -5.75136 2.26268 -0.09274 0.366
C -4.70005 1.79563 0.90176 -1.196
O -5.43246 1.81388 -1.40956 -0.534
H -4.99101 4.26604 -0.33699 0.333
H -6.69140 4.07889 -0.78052 0.319
H -6.21954 4.11733 0.92659 0.368
H -6.70398 1.78141 0.13683 0.258
H -3.72883 2.23639 0.65638 0.313
H -4.60074 0.71013 0.86968 0.270
H -4.95810 2.09102 1.91947 0.400
H -4.59655 2.22128 -1.66638 0.346
C 3.06522 -0.52665 5.46229 -1.292
C 3.35551 0.71914 4.64152 0.495
C 3.17506 1.98916 5.45628 -1.335
O 2.54183 0.75188 3.46820 -0.491
H 2.02873 -0.51436 5.81168 0.334
H 3.20835 -1.42401 4.86063 0.305
H 3.71615 -0.58452 6.33545 0.382
H 4.37866 0.67371 4.26263 0.241
H 2.14150 2.06854 5.80564 0.351
H 3.39589 2.86738 4.85025 0.329
H 3.82876 1.99388 6.32927 0.373
H 1.62026 0.79355 3.74813 0.310
```

---

3.
A 2-piece molecular cluster, C13H32BN3O6P overall, computed with wB97M-V/def2-TZVPD.

## Properties
- HOMO-LUMO gap (eV) = 9.55
- energy (eV) = -40716.810
- HOMO (eV) = -12.4
- LUMO energy (eV) = -2.80
- total charge = +1

Structure (XYZ):
```
56
Properties=species:S:1:pos:R:3:mulliken_charge:R:1
C 3.32836 -2.38883 0.76917 -0.502
O 3.67660 -2.76649 -0.56985 -0.511
B 3.60366 -1.76953 -1.50594 0.419
O 4.50299 -0.71414 -1.47992 -0.519
C 2.48383 -1.77208 -2.64787 0.132
C 1.71999 -0.43407 -2.52763 -1.380
C 0.59724 -0.82575 -1.55212 -0.120
C -0.36750 0.28389 -1.16532 -0.731
C -1.18291 0.92298 -2.31194 -1.075
N -2.51912 1.32054 -1.85026 -0.560
N 0.08152 -2.04730 -2.25628 0.124
C -0.84497 -2.98126 -1.53430 -0.722
C -2.25801 -2.46304 -1.31466 0.762
C -2.87985 -2.88314 -0.01698 -1.589
N -2.91485 -1.75945 -2.13070 -0.587
C 1.36649 -2.82118 -2.47461 -0.587
H 3.64559 -1.37030 0.99545 0.285
H 2.25233 -2.50400 0.91084 0.171
H 3.83230 -3.04946 1.46780 0.266
H 4.13438 0.02564 -0.98245 0.336
H 3.00541 -1.91516 -3.59575 0.479
H 2.28169 0.44844 -2.25311 0.401
H 1.16933 -0.27184 -3.46063 0.418
H 0.94838 -1.22383 -0.59484 -0.150
H -1.00052 -0.06967 -0.35024 0.558
H 0.25694 1.07105 -0.74091 0.649
H -1.22849 0.23407 -3.16480 0.398
H -0.66205 1.82027 -2.64561 0.498
H -2.67225 0.90885 -0.94083 0.182
H -3.20993 0.94272 -2.48305 0.302
H -0.33188 -1.78833 -3.15232 0.637
H -0.37402 -3.22178 -0.58562 0.357
H -0.93499 -3.87125 -2.15710 0.473
H -2.75143 -3.96488 0.07351 0.395
H -2.33934 -2.41333 0.80633 0.377
H -3.93813 -2.65316 -0.00630 0.400
H -2.37886 -1.58312 -2.98313 0.233
H 1.64410 -3.35452 -1.56443 0.346
H 1.22129 -3.58172 -3.23628 0.436
C -1.20174 4.57962 4.80477 -0.684
O -1.05102 3.15621 4.61329 -0.345
P -0.68601 2.55209 3.18315 1.060
O -0.39077 1.12604 3.39446 -0.727
O 0.60615 3.46452 2.88552 -0.322
C 1.85390 3.10238 3.47984 -0.706
O -1.24834 2.74741 1.69481 -0.158
C -2.65578 2.51390 1.47064 -0.780
H -2.14724 4.76413 5.30864 0.280
H -0.38973 4.92101 5.44327 0.257
H -1.17509 5.13129 3.86740 0.342
H 1.75077 2.25347 4.15522 0.363
H 2.23919 3.95527 4.03735 0.258
H 2.55475 2.85090 2.68497 0.221
H -3.27700 3.13858 2.11141 0.382
H -2.88803 1.46057 1.64438 0.338
H -2.85735 2.76678 0.43356 0.219
```

---

4.
A 4-piece molecular cluster, C13H32BNO10P overall, computed with wB97M-V/def2-TZVPD.

## Properties
- HOMO-LUMO gap (eV) = 8.28
- energy (eV) = -45923.882
- HOMO (eV) = -12.8
- LUMO energy (eV) = -4.56
- total charge = +1

Structure (XYZ):
```
58
Properties=species:S:1:pos:R:3:mulliken_charge:R:1
C 1.35445 -0.03541 -1.21281 -0.752
C 1.86128 1.12979 -2.10469 -0.521
C 1.70043 2.46294 -1.32536 -0.638
N 0.56078 3.29786 -1.80530 -0.397
P -0.88864 3.04356 -0.90894 0.107
B -2.23586 2.02204 -1.88299 0.517
C -2.63518 0.52243 -1.57605 -0.804
O -2.89517 2.74012 -2.89606 -0.449
H 1.90328 0.02876 -0.26507 0.373
H 0.30114 0.15376 -0.95968 -0.005
H 1.51003 -1.00737 -1.68076 0.226
H 2.93917 0.97703 -2.24202 0.352
H 1.42552 1.15709 -3.10692 0.358
H 1.69662 2.25498 -0.24597 0.415
H 2.60794 3.04810 -1.51691 0.416
H 0.82583 4.25733 -1.60028 0.328
H -1.45966 4.33159 -0.70478 0.162
H -0.67266 2.52360 0.39925 0.205
H -2.98410 0.09069 -2.52066 0.313
H -3.45974 0.53249 -0.84353 0.322
H -1.82392 -0.07977 -1.15438 0.278
H -2.41142 2.56813 -3.70832 0.346
C -3.52451 3.18419 1.24943 0.047
O -3.13270 2.25641 2.24799 -0.189
C -3.82348 2.37757 3.39191 0.657
O -4.69071 3.17262 3.59578 -0.510
O -3.36997 1.46553 4.24021 -0.291
C -4.02356 1.47969 5.51472 -0.684
H -2.89175 2.98036 0.38200 -0.841
H -4.56686 3.04346 0.96615 0.380
H -3.35330 4.20963 1.57803 0.412
H -5.08566 1.26843 5.40416 0.315
H -3.87473 2.43638 6.01251 0.323
H -3.56962 0.69603 6.11493 0.222
C 0.61815 -0.32164 4.29071 -0.509
O 1.95108 -0.60176 4.70989 -0.313
C 2.66621 -1.29114 3.82216 0.814
O 2.28239 -1.66841 2.74907 -0.541
O 3.87574 -1.48699 4.33474 -0.328
C 4.75788 -2.22288 3.48612 -0.616
H 0.14192 0.23886 5.09099 0.228
H 0.61850 0.28698 3.38621 0.174
H 0.06268 -1.24424 4.12804 0.294
H 4.92585 -1.69063 2.55066 0.280
H 4.36379 -3.21932 3.29223 0.290
H 5.70390 -2.31541 4.01246 0.225
C 1.74870 -3.28568 -6.53279 -0.609
O 2.07496 -4.23942 -5.52299 -0.322
C 1.39577 -4.08698 -4.39044 0.847
O 0.56959 -3.24333 -4.16960 -0.558
O 1.79200 -5.03441 -3.54544 -0.312
C 1.14020 -4.99646 -2.27686 -0.519
H 2.36378 -3.51441 -7.39884 0.226
H 0.69976 -3.36630 -6.81458 0.290
H 1.97661 -2.27487 -6.19610 0.266
H 0.06712 -5.14438 -2.39039 0.285
H 1.34364 -4.05551 -1.76636 0.174
H 1.54651 -5.81173 -1.68449 0.238
```

---

| no. | M (u) |
| --- | --- |
| 1 | 530.41 |
| 2 | 478.21 |
| 3 | 368.20 |
| 4 | 404.18 |